No. 1
8
Properties=species:S:1:pos:R:3 method="wB97M-V/def2-TZVPD" energy_ha=-874.9115 smiles="CC(=S)S" homo_lumo_gap_ev=8.11 lumo_ev=-0.323 total_charge=0
C -0.45958 0.70908 -0.14318
C -0.19663 -0.68113 0.07826
H 0.30452 1.08280 -0.79240
H -0.02320 1.08316 0.79275
H -1.52249 1.15661 -0.00374
H 2.24582 -0.39476 0.20377
S 1.31404 -1.41302 -0.07752
S -1.66247 -1.54274 -0.05795

No. 2
8
Properties=species:S:1:pos:R:3 method="wB97M-V/def2-TZVPD" energy_ha=-874.9279 smiles="CSC=S" homo_lumo_gap_ev=8.40 lumo_ev=-0.434 total_charge=0
C -1.44477 -0.43185 0.00191
C 1.19903 0.43480 -0.02157
S -3.12716 -0.41454 0.08399
S -0.48689 0.99066 0.50855
H -0.80881 -1.35584 -0.29474
H 1.98144 0.72175 0.65806
H 1.54356 0.63408 -0.94584
H 1.14360 -0.57906 0.00963

No. 3
8
Properties=species:S:1:pos:R:3 method="wB97M-V/def2-TZVPD" energy_ha=-874.9343 smiles="S=CCS" homo_lumo_gap_ev=8.49 lumo_ev=-0.335 total_charge=0
C -0.24401 -0.46489 0.41680
C 0.83905 0.48682 -0.00788
H -1.59219 0.47143 -1.36028
H 0.10691 -1.32945 0.89204
H -0.80016 0.07673 1.19221
H 0.56336 1.41342 -0.47216
S -1.26478 -0.88892 -0.99735
S 2.39182 0.23486 0.33661

No. 4
8
Properties=species:S:1:pos:R:3 method="wB97M-V/def2-TZVPD" energy_ha=-874.9114 homo_lumo_gap_ev=8.24 lumo_ev=-0.548 total_charge=0
C 0.47812 -0.26791 0.39976
C -0.17906 1.08462 0.17353
H -0.27168 -2.14762 -0.95176
H 1.33277 -0.44923 -0.12415
H 0.44765 -0.54612 1.40703
H -1.20638 1.09682 0.54176
S -0.92857 -1.00462 -0.51015
S 0.32714 2.23406 -0.93602

No. 5
9
Properties=species:S:1:pos:R:3 method="wB97M-V/def2-TZVPD" energy_ha=-1273.1302 smiles="S=C(S)CS" homo_lumo_gap_ev=8.42 lumo_ev=-0.423 total_charge=0
C -0.24174 -0.40816 0.75471
C -0.37613 0.16955 -0.67683
H 2.13607 -0.51054 1.32104
H -0.29865 0.32214 1.50738
H -0.94522 -1.16942 0.83810
H -0.47872 1.89425 -2.00847
S 1.22359 -1.44746 1.01017
S -0.92383 1.86149 -0.75669
S -0.09538 -0.71186 -1.98941

No. 6
91
Properties=species:S:1:pos:R:3 method="wB97M-V/def2-TZVPD" energy_ha=-2728.0059 homo_lumo_gap_ev=10.19 lumo_ev=-0.247 total_charge=0
F 2.55121 -3.35864 -3.77169
C 3.15047 -2.19572 -3.21209
C 2.12835 -1.03798 -3.25019
B 0.76855 -1.70038 -3.68731
Cl -0.20312 -2.67708 -2.49260
H 3.40801 -2.38776 -2.17650
H 4.00931 -1.97068 -3.83971
H 2.00078 -0.60338 -2.25588
H 2.43688 -0.25050 -3.93163
H 0.34495 -1.60444 -4.78908
O -3.07996 -1.77420 -0.26424
H -2.41238 -1.93039 -0.94410
H -3.67680 -2.52089 -0.37770
O -0.31442 1.19786 -2.46910
H -0.72985 0.66912 -1.77282
H -0.86280 1.98892 -2.50855
O -0.13345 3.50661 -0.77662
H 0.26692 2.67618 -0.48586
H -0.47159 3.90551 0.03431
O -3.35367 -3.14713 -2.70757
H -2.63967 -3.29824 -3.33913
H -3.94056 -3.90174 -2.82773
O -3.07271 3.78258 -0.48666
H -2.33641 3.66682 -1.10399
H -3.64688 3.01769 -0.64411
O -2.92435 6.72170 -0.30821
H -3.07787 6.62794 0.63901
H -3.18570 5.86619 -0.67378
O 2.36186 -2.90586 -0.20672
H 1.95860 -2.62131 0.62181
H 1.61753 -2.92717 -0.81954
O -0.37186 8.17862 0.09241
H -1.28873 7.92948 -0.08262
H -0.18297 8.88480 -0.53671
O -0.66361 -2.13752 1.42508
H -0.95892 -1.87450 2.30811
H -1.46604 -2.09616 0.88184
O -2.22624 -2.70600 3.78529
H -1.81455 -3.50936 4.11791
H -2.81220 -3.02169 3.08840
O -0.07445 -3.18290 6.47634
H 0.60882 -2.50085 6.51711
H -0.75926 -2.80105 5.91369
O 4.67767 0.27744 -4.74043
H 4.86444 0.31500 -5.68449
H 5.51455 0.53571 -4.34328
O -1.15094 -5.65500 4.35505
H -1.66743 -6.30464 4.84524
H -0.24684 -5.78507 4.65997
O -1.96478 -5.44267 1.29510
H -1.27372 -4.82678 1.02575
H -1.93170 -5.41846 2.25805
O 7.01292 -0.51945 -6.29885
H 6.83553 -1.28027 -6.86155
H 7.61028 -0.86534 -5.62095
O -2.65969 -3.05753 7.52181
H -1.78762 -3.29896 7.86115
H -2.98632 -2.38110 8.12453
O -5.20451 8.73027 0.76055
H -4.47297 8.58660 0.14770
H -5.78525 7.97901 0.60644
O -5.19562 1.91256 -1.10924
H -5.69224 1.22159 -1.55824
H -5.79268 2.24045 -0.42768
O -4.65545 -5.33558 7.68841
H -3.99770 -4.62772 7.73782
H -5.35196 -4.97585 7.13159
O 3.19401 3.63586 -0.86783
H 3.34063 4.50142 -0.47367
H 2.26769 3.65422 -1.13488
O -2.46460 -0.06415 -4.17150
H -2.96558 -0.70715 -3.65566
H -1.58076 -0.07658 -3.78139
O -0.10997 10.96461 -1.33351
H 0.46492 11.66285 -1.66138
H -1.00075 11.31748 -1.42584
O 4.45850 -3.54739 -6.14705
H 3.75534 -2.90202 -6.27418
H 4.21351 -3.99260 -5.32778
O 2.77362 -2.05445 5.85140
H 2.53179 -2.72788 5.20569
H 3.37738 -2.50679 6.45155
O -1.50813 1.11537 0.37425
H -1.93151 0.51252 0.99473
H -2.07249 1.89946 0.36319
O 7.47524 -2.14927 -3.95307
H 6.89499 -2.80875 -4.35174
H 6.95416 -1.78164 -3.23140
O 4.01460 0.83951 6.82729
H 4.67500 0.73633 6.13527
H 3.38158 0.13369 6.65593

No. 7
12
Properties=species:S:1:pos:R:3 method="wB97M-V/def2-TZVPD" energy_ha=-454.2348 homo_lumo_gap_ev=9.41 lumo_ev=-0.740 total_charge=0
B 2.87805 -0.83539 -0.48946
C -0.48441 0.43542 0.90989
C -0.80723 -1.00325 0.63362
O 3.56492 0.13904 -0.47254
O 2.51116 -2.07407 -0.23182
F 5.72296 0.93572 0.58927
F -1.85891 -1.07761 -0.15203
H 0.31068 0.68516 0.17200
H -1.24631 1.08081 0.78578
H -0.04341 0.66130 1.95009
H 4.91601 0.69004 0.15485
H 1.69094 -2.25285 0.23539

No. 8
14
Properties=species:S:1:pos:R:3 method="wB97M-V/def2-TZVPD" energy_ha=-608.8441 homo_lumo_gap_ev="8.34 / 7.48" lumo_ev="-0.196 / -0.036" total_charge=0
B -1.98304 -0.66829 -0.08917
C 1.54527 0.52719 -0.48641
C 1.00548 -0.66083 0.23485
N 0.96239 1.66147 0.08479
O -2.44986 -1.31647 0.92459
O -2.58429 -0.05249 -1.08219
F 2.97893 0.54216 -0.45258
F 1.14550 -0.60069 1.56419
F 1.47460 -1.88891 -0.30714
H 1.19666 0.20906 -1.51123
H 0.83056 1.63104 1.13295
H 1.21575 2.59214 -0.31683
H -1.83790 -1.90740 1.48205
H -3.50006 -0.06799 -1.17787

No. 9
10
Properties=species:S:1:pos:R:3 method="wB97M-V/def2-TZVPD" energy_ha=-254.5833 smiles=B1OCCO1 homo_lumo_gap_ev=11.24 lumo_ev=0.808 total_charge=0
B 1.51579 -0.03650 0.09359
C -0.66949 -0.77149 0.03854
C -0.52777 0.76981 -0.02187
O 0.70327 -1.16988 -0.01586
O 0.78917 1.08830 0.00840
H 2.65445 -0.11853 -0.08941
H -1.20089 -1.12367 0.95777
H -1.27287 -0.93501 -0.78441
H -0.88514 1.03765 -0.99878
H -1.10655 1.25931 0.81203

No. 10
11
Properties=species:S:1:pos:R:3 method="wB97M-V/def2-TZVPD" energy_ha=-329.8265 smiles="CC=O.O=BO" homo_lumo_gap_ev=10.88 lumo_ev=0.483 total_charge=0
B 2.59916 0.14632 0.06568
C -1.24647 -0.58612 -0.09757
C -1.56515 0.83765 0.09403
O -0.31422 -1.11075 0.44055
O 2.37961 -1.10904 -0.19104
O 2.96467 1.29180 0.15241
H -1.68101 1.11721 -0.89154
H -2.64849 0.84322 0.40721
H -0.73489 1.32161 0.69908
H 1.97765 -1.71553 0.37486
H -1.73086 -1.03635 -1.05367

No. 11
10
Properties=species:S:1:pos:R:3 method="wB97M-V/def2-TZVPD" energy_ha=-255.0984 homo_lumo_gap_ev="4.81 / 8.34" lumo_ev="-0.198 / -0.203" multiplicity=2 total_charge=0 s2=0.75
C 0.74617 0.37959 0.68528
C -0.52313 -0.42900 0.45119
O -1.15854 0.01716 -0.69417
Ba -1.93817 -0.72448 -2.98562
H 0.46217 1.42208 0.91988
H 1.34636 -0.05310 1.49813
H -1.18474 -0.30274 1.33148
H -0.25171 -1.50459 0.44132
O 1.52730 0.36932 -0.49953
H 0.97428 0.82575 -1.14796

No. 12
11
Properties=species:S:1:pos:R:3 method="wB97M-V/def2-TZVPD" energy_ha=-5643.7628 homo_lumo_gap_ev="8.44 / 7.55" lumo_ev="-0.589 / -1.929" total_charge=0
C -2.27036 -0.85435 -0.08271
C 1.17270 1.25886 -0.29636
O 1.21851 -0.29624 2.02282
P 0.69727 -0.29314 0.66382
Br 3.09845 1.38960 -0.35192
Br 1.63042 -1.89975 -0.55021
H -2.00613 -1.38140 -0.97789
H -2.49317 -1.41347 0.80145
H -2.61650 0.15789 -0.15151
H 0.77833 2.12292 0.23686
H 0.79047 1.20908 -1.31435

No. 13
11
Properties=species:S:1:pos:R:3 method="wB97M-V/def2-TZVPD" energy_ha=-7855.5838 homo_lumo_gap_ev="6.47 / 9.62" lumo_ev="-5.219 / -4.413" total_charge=+1
C 0.76804 -0.22453 -0.67144
C -2.02720 -0.39656 0.23128
N 1.54621 0.63074 0.22043
Br -2.47010 1.15664 -0.68943
Br -2.53200 -2.04656 -0.32775
Br -1.39746 -0.22082 1.95848
H 0.24654 0.13785 -1.50832
H 0.78667 -1.29150 -0.50650
H 1.92450 1.45382 -0.29414
H 2.16847 -0.19599 0.52941
H 0.98633 0.99691 1.05798

No. 14
10
Properties=species:S:1:pos:R:3 method="wB97M-V/def2-TZVPD" energy_ha=-3168.0531 smiles=CCN(Cl)Br homo_lumo_gap_ev=9.00 lumo_ev=-0.402 total_charge=0
C -0.54774 -0.46242 0.55138
C 0.58240 -0.32914 -0.40210
N 2.04114 -0.35324 0.49837
Cl 2.73895 -1.93803 0.34874
Br 3.24883 1.02782 -0.21153
H -0.72404 -1.41464 0.99132
H -0.53671 0.32385 1.22325
H -1.52696 -0.20348 -0.03688
H 0.67684 -1.29894 -1.05390
H 0.54454 0.66729 -1.03846

No. 15
9
Properties=species:S:1:pos:R:3 method="wB97M-V/def2-TZVPD" energy_ha=-2707.4913 homo_lumo_gap_ev="8.45 / 4.39" lumo_ev="-4.632 / -10.088" multiplicity=3 total_charge=+1 s2=2.01
C -1.24293 0.26285 0.86642
C 2.16321 0.26880 -1.43258
N -0.59683 -0.04158 -0.13157
Br 1.60224 1.00957 -3.00953
H -0.83616 0.22480 1.86991
H -2.33495 0.46203 0.95654
H 3.23421 0.29362 -1.32617
H -1.08926 -0.22022 -1.01287
H 1.41448 -0.26621 -0.85277

No. 16
11
Properties=species:S:1:pos:R:3 method="wB97M-V/def2-TZVPD" energy_ha=-2817.1304 smiles="Br[C@@H]1N=NC[NH2+]1" homo_lumo_gap_ev=10.28 lumo_ev=-5.057 total_charge=+1
C -0.38510 0.76997 0.65752
C 1.35411 0.23513 -0.83731
N 0.33230 1.85266 0.32311
N 1.24085 1.67746 -0.49445
N 0.20403 -0.43463 -0.15116
Br 3.10553 -0.08232 0.13526
H -0.36792 0.52361 1.69134
H -1.48203 0.86044 0.45990
H 1.47798 -0.05065 -1.80608
H 0.64792 -1.06522 0.52950
H -0.42280 -0.61704 -0.89446

No. 17
9
Properties=species:S:1:pos:R:3 method="wB97M-V/def2-TZVPD" energy_ha=-3051.3403 homo_lumo_gap_ev=8.76 lumo_ev=0.119 total_charge=0
C 0.02735 -0.56093 -0.78840
C -0.28674 -0.44528 0.67026
S 0.58214 1.43045 1.62098
Br 0.21093 2.67299 -0.07048
H 0.13836 -1.54654 -1.05717
H -0.71811 -0.16144 -1.41421
H 0.97796 -0.01825 -1.10772
H 0.37362 -0.87552 1.27238
H -1.30552 -0.49548 0.87436

No. 18
10
Properties=species:S:1:pos:R:3 method="wB97M-V/def2-TZVPD" energy_ha=-3449.5155 homo_lumo_gap_ev=9.09 lumo_ev=0.604 total_charge=0
C 1.08118 -0.82012 0.49642
C -0.11268 0.50992 -0.63342
S -1.59903 -0.33714 -1.07892
S -0.18463 2.07777 0.16709
Br 1.26957 -2.44420 -0.43676
H 0.51968 -0.93226 1.41634
H 2.00733 -0.27055 0.59932
H 0.52947 0.56567 -1.50646
H -2.22641 -0.18330 0.08956
H -1.28447 1.83421 0.88684

No. 19
9
Properties=species:S:1:pos:R:3 method="wB97M-V/def2-TZVPD" energy_ha=-2942.5800 homo_lumo_gap_ev=8.31 lumo_ev=-0.978 total_charge=0
C 0.41018 0.43880 0.02199
C 1.18974 -0.47689 -0.31492
Si -1.51427 0.10748 -0.00583
Br 3.68188 -0.17387 0.26422
H 0.45248 1.08884 0.86941
H 1.33436 -1.31219 -0.90772
H -1.55751 -0.80466 1.10018
H -1.99131 -0.40092 -1.37840
H -2.00555 1.53341 0.35106

No. 20
11
Properties=species:S:1:pos:R:3 method="wB97M-V/def2-TZVPD" energy_ha=-1108.7075 homo_lumo_gap_ev=7.57 lumo_ev=-5.253 total_charge=+1
C -0.80782 0.70085 -0.15628
C 1.54200 0.54437 0.59209
N -1.91276 0.08804 0.15682
N 0.27499 0.02634 0.35004
Cl 2.06465 1.75502 -0.36729
Cl 2.68494 -1.28075 -0.72120
H -0.88037 1.58843 -0.71379
H 1.59286 -2.24757 -0.65658
H -2.83355 0.44466 -0.13868
H -1.75655 -0.80519 0.76174
H 0.03162 -0.81418 0.89313